DFT (ωB97M-V/def2-TZVPD) results for a cluster of 11 separate species, C36H90N4O11 in total.

XYZ file:
```
141
Properties=species:S:1:pos:R:3:forces:R:3:mulliken_charge:R:1
O 24.5872 0.3075 17.0984 0.3 -0.1 -0.2 -0.6048
H 24.9123 0.2823 17.9983 0.1 -0.1 0.3 0.2605
H 23.8891 0.9623 17.1136 -0.2 0.2 -0.1 0.3099
O 28.7850 -2.6303 16.3221 -0.2 -0.1 -0.1 -0.6414
H 29.5106 -3.2053 16.0788 0.2 -0.2 0.1 0.2961
H 28.9678 -1.8078 15.8679 -0.1 0.6 0.1 0.3218
O 27.4224 0.4198 15.9452 0.7 -0.2 0.2 -0.6720
H 26.5179 0.4949 16.2492 -0.5 0.0 0.2 0.4196
H 27.4283 0.8640 15.0973 0.1 0.4 -0.2 0.2924
O 26.9238 -5.5700 12.0427 0.2 -0.7 -0.8 -0.6187
H 27.2904 -5.1171 12.8021 0.1 0.2 0.3 0.3804
H 25.9759 -5.4997 12.1560 -0.3 0.2 0.0 0.3262
O 28.1373 -4.3670 14.0537 0.3 -0.1 0.2 -0.6774
H 29.0750 -4.3038 13.8720 0.2 -0.1 -0.2 0.2849
H 27.9207 -3.5416 14.4872 -0.2 0.3 0.4 0.3137
O 27.0006 3.0220 14.1602 0.1 -0.2 0.0 -0.5115
H 26.2854 3.4749 13.7134 -0.3 0.1 -0.2 0.2651
H 27.5781 3.7236 14.4610 0.2 0.2 0.1 0.2514
O 24.6191 -4.1638 12.0752 -0.4 -0.5 0.1 -0.6744
H 24.0922 -3.5773 12.6180 -0.2 0.2 0.1 0.1977
H 24.8681 -3.6322 11.3192 0.2 0.2 -0.1 0.3133
C 19.5015 -2.6126 17.0020 0.8 -0.8 0.3 -1.4285
C 20.3333 -2.0342 15.8584 -0.3 0.4 -1.7 1.9732
C 20.6820 -3.0806 14.7971 -0.9 -0.4 -1.4 -1.0579
C 19.4504 -3.5699 13.9783 1.0 -0.7 0.2 -0.9733
C 18.9364 -2.4244 13.1018 0.8 -2.4 -0.1 -1.2914
C 18.5822 -1.3238 14.0021 -1.6 3.9 1.0 1.6136
N 19.5528 -0.9835 15.1153 2.0 -1.1 -1.7 0.1253
O 19.2357 0.0911 15.9441 -0.4 -0.2 -0.5 -0.4443
C 18.3909 0.0787 13.1322 0.8 -1.1 1.7 -1.6514
C 17.2541 -1.7732 14.6623 -0.9 0.4 0.6 -1.7429
C 21.6764 -1.4106 16.2696 -0.4 -0.3 0.0 -1.7879
H 18.6254 -2.0090 17.2391 0.3 0.0 0.5 0.1674
H 20.1900 -2.7954 17.8270 -0.4 0.5 0.6 0.4552
H 19.1333 -3.6244 16.8319 -0.2 0.0 -0.6 0.3546
H 21.2868 -2.6708 13.9881 0.3 0.8 0.2 -0.1359
H 21.3406 -3.8966 15.0942 -0.4 -0.2 0.8 0.6272
H 18.6585 -4.0157 14.5802 0.0 0.2 0.2 0.3884
H 19.8296 -4.3854 13.3624 -0.2 -0.1 -0.2 0.5022
H 18.0124 -2.7638 12.6336 0.0 0.2 -0.2 0.4643
H 19.6359 -2.2998 12.2753 0.3 0.7 0.3 0.3232
H 19.3024 0.6679 13.2330 0.3 -0.3 0.2 0.4239
H 18.2897 -0.0431 12.0538 -0.7 -0.4 0.2 0.3919
H 17.6534 0.7034 13.6360 -0.4 -0.2 -0.5 0.3130
H 16.5559 -2.2865 14.0011 0.1 0.2 -0.3 0.3885
H 17.3827 -2.4519 15.5055 0.5 -0.2 -0.2 0.3745
H 16.6733 -0.9782 15.1300 0.1 0.5 -0.2 0.3913
H 21.5362 -0.5618 16.9388 0.2 0.0 -0.1 0.4058
H 22.1960 -1.1493 15.3478 -0.1 0.5 0.1 0.0361
H 22.3240 -2.1633 16.7191 -0.1 0.0 0.4 0.3888
H 18.6343 -0.2760 16.5961 -0.5 0.2 0.5 0.3837
C 23.0078 -7.7537 6.4938 0.0 0.5 0.2 -1.6165
C 24.4537 -7.8297 5.8594 -1.5 -0.2 -1.1 1.0800
C 24.5358 -6.8431 4.6524 -0.8 1.2 1.7 -1.1959
C 24.6300 -5.4076 5.2218 -0.8 -0.2 -2.1 -0.6875
C 25.8510 -5.2686 5.9892 1.6 1.3 1.5 -1.1965
C 26.0590 -6.1865 7.1951 -2.2 -1.6 0.6 2.0093
N 25.5741 -7.5948 6.8195 0.1 1.4 -2.5 0.3332
O 25.8108 -8.5930 7.7604 -0.4 0.1 0.4 -0.4411
C 27.4698 -6.2486 7.6166 2.4 -0.3 1.0 -2.1973
C 25.2864 -5.6668 8.4629 -1.0 0.0 -1.4 -1.8880
C 24.4358 -9.2270 5.1106 1.5 0.1 2.0 -1.8066
H 22.9044 -8.5118 7.2702 -0.1 -0.2 -0.2 0.3881
H 22.1922 -7.8033 5.7724 0.3 -1.1 -0.6 0.4444
H 22.6244 -6.8342 6.9362 1.1 0.6 0.5 0.3210
H 25.3667 -7.0940 3.9931 0.3 0.2 0.2 0.3763
H 23.6292 -6.9076 4.0508 -0.1 -0.4 0.1 0.4889
H 23.7887 -4.9709 5.7600 -0.5 -1.0 0.3 0.3525
H 24.6959 -4.6768 4.4158 0.1 -0.1 -0.5 0.3691
H 25.8061 -4.2597 6.3994 0.3 0.3 0.4 0.3497
H 26.7085 -5.2034 5.3193 0.3 -0.7 0.1 0.3485
H 27.9992 -5.2963 7.5856 -0.4 0.4 -0.2 0.3900
H 27.5694 -6.5363 8.6632 -0.2 -0.1 0.1 0.4679
H 28.1514 -6.9293 7.1066 -0.4 -0.2 -0.6 0.4721
H 24.2675 -5.4227 8.1622 -0.2 0.3 -0.2 0.4057
H 25.1106 -6.4186 9.2323 0.8 0.0 0.1 0.4304
H 25.7494 -4.7435 8.8111 0.1 -0.2 0.4 0.3964
H 25.4308 -9.4618 4.7324 0.1 0.3 -0.3 0.4349
H 23.7132 -9.3249 4.3004 -0.1 0.3 0.4 0.3657
H 24.3056 -9.9723 5.8953 -0.5 -0.3 -0.2 0.4055
H 26.7207 -8.8323 7.5696 0.1 -0.3 0.1 0.3422
C 28.7407 3.2781 8.0164 0.0 -0.9 1.0 -1.7870
C 30.1094 3.0493 8.8438 0.0 0.9 -1.7 1.8629
C 31.1177 2.2182 7.9315 -0.8 -0.2 0.2 -1.3433
C 32.6192 2.3158 8.1781 -0.8 2.0 0.4 -0.5944
C 32.9287 3.8569 8.1228 -0.2 -2.9 0.2 -1.2368
C 32.0913 4.6382 9.1074 -0.1 2.0 1.4 1.3018
N 30.6547 4.4311 8.8962 0.7 -1.4 -1.9 0.0513
O 29.8554 5.2079 9.7072 0.1 0.6 0.5 -0.4212
C 32.4732 4.5048 10.6372 0.2 -1.9 0.4 -1.6017
C 32.3944 6.1114 8.7947 -0.6 0.9 0.8 -1.9393
C 29.8266 2.4333 10.2263 0.4 -1.0 -1.4 -1.8557
H 28.7918 3.7773 7.0488 0.8 0.3 0.2 0.4026
H 28.0382 3.8350 8.6366 0.2 0.3 0.1 0.4188
H 28.1782 2.3770 7.7721 0.3 -0.6 0.3 0.4112
H 30.8835 1.1543 7.8928 -0.6 0.0 0.3 0.3616
H 30.9186 2.5843 6.9244 0.1 0.1 -0.1 0.4685
H 33.1369 1.8342 7.3486 0.2 -0.3 0.3 0.4056
H 32.8899 1.9300 9.1609 0.2 -0.3 -0.1 0.3335
H 32.6241 4.0947 7.1036 0.4 0.7 0.0 0.3633
H 34.0029 3.9270 8.2940 -0.1 0.8 -0.1 0.3708
H 32.2559 3.5380 11.0913 0.0 -0.8 -0.7 0.3539
H 33.5309 4.5813 10.8894 0.1 0.6 -0.4 0.4332
H 31.9086 5.0414 11.3996 0.0 1.2 -0.6 0.5301
H 31.8388 6.7804 9.4519 -0.1 -0.2 0.4 0.3811
H 33.4347 6.3098 9.0525 0.1 0.1 -0.6 0.4376
H 32.0476 6.4886 7.8326 0.6 -0.6 -0.4 0.4154
H 30.7408 2.1988 10.7716 0.0 0.5 0.2 0.2137
H 29.5054 1.4349 9.9295 -0.7 -0.1 0.5 0.3243
H 29.0728 2.9726 10.8000 0.2 -0.2 0.0 0.6051
H 30.2819 5.0973 10.5601 -0.4 0.3 0.8 0.3518
C 26.0403 -1.5513 13.6628 0.7 -0.1 0.3 -2.3122
C 25.5180 -0.5284 12.7047 0.8 1.4 1.1 1.9883
C 26.7958 0.0947 11.9682 -2.1 0.0 -1.6 -1.1580
C 26.3639 0.7287 10.6353 -0.8 -1.5 -1.4 -0.0005
C 25.5206 -0.2962 9.8198 1.3 0.3 1.4 -1.9026
C 24.2130 -0.7620 10.5470 1.9 0.1 -2.3 1.7764
N 24.4579 -1.1925 11.8989 5.1 -0.7 -3.6 0.4048
O 23.3072 -1.5682 12.4636 -1.3 0.8 1.7 0.5371
C 23.3276 0.4213 10.4811 -2.4 1.4 0.2 -1.9136
C 23.7509 -1.8882 9.5997 -0.2 -0.4 1.8 -1.6573
C 24.9810 0.6324 13.5607 0.0 -0.6 0.3 -0.9766
H 26.8566 -1.1066 14.2319 -0.2 0.0 0.3 0.9920
H 26.5066 -2.3645 13.1066 -0.6 -0.4 0.1 0.6560
H 25.2391 -1.8130 14.3540 0.2 -0.6 0.0 -0.1164
H 27.2557 0.9451 12.4716 -0.1 -0.5 1.0 0.1872
H 27.5291 -0.6877 11.7728 0.0 0.0 0.0 0.5943
H 27.2349 0.8864 9.9992 0.1 0.6 0.2 -0.1607
H 25.7172 1.6059 10.6565 0.6 0.5 0.7 0.2500
H 26.2396 -1.0981 9.6521 -0.4 -0.7 0.0 0.2266
H 25.3003 0.1063 8.8311 -0.3 0.0 0.1 0.6584
H 23.1610 0.8029 9.4738 0.7 0.3 -0.1 0.4394
H 22.2749 0.2908 10.7319 -0.3 -0.9 0.4 0.4559
H 23.5872 1.1955 11.2032 0.5 0.3 -0.4 0.2949
H 23.4874 -1.4555 8.6346 0.0 -0.5 0.0 0.5121
H 24.5476 -2.6318 9.5766 0.3 0.2 -0.7 -0.0085
H 22.9675 -2.4602 10.0969 -0.7 0.3 -0.5 0.2495
H 25.7115 0.8918 14.3271 0.0 0.2 -0.5 -0.0610
H 24.1780 0.2185 14.1707 -0.7 0.5 -0.2 -0.2625
H 24.7574 1.5100 12.9542 -0.4 0.0 0.3 0.2829
H 22.9589 -0.6738 12.4859 -2.1 -0.1 1.0 0.2512
```
Forces are in eV/Å.

Properties
Total charge: 0
SMILES: CC1(C)CCCC(C)(C)N1O.CC1(C)CCCC(C)(C)N1O.CC1(C)CCCC(C)(C)N1O.CC1(C)CCCC(C)(C)N1O.O.O.O.O.O.O.O
Spin multiplicity: 1
Max |F| in eV/A: 6.25



DFT (ωB97M-V/def2-TZVPD) results for a cluster of 4 separate species, C5H14O3 in total.

XYZ file:
```
22
Properties=species:S:1:pos:R:3:forces:R:3:mulliken_charge:R:1
C -2.7059 -0.9127 0.5060 0.2 -0.8 0.6 -1.2981
C -1.2564 -0.7528 0.1649 -0.3 0.0 0.1 0.1040
C -0.2526 -1.2063 0.9159 0.0 1.4 -0.1 -0.3808
C 1.1549 -0.7457 0.8099 -1.1 -0.5 0.6 -0.1920
C 1.8132 -0.3007 -0.2504 0.6 1.5 0.1 -0.6502
H -2.8369 -1.7169 1.2241 0.1 -0.6 -0.1 0.3443
H -3.3270 -1.1260 -0.3594 -0.1 0.3 0.0 0.3402
H -3.0866 -0.0977 1.1093 -0.1 0.8 -0.5 0.3064
H -1.0589 -0.1649 -0.7238 0.2 0.0 -0.1 0.2912
H -0.4711 -1.6690 1.8709 -0.2 -0.4 -0.1 0.2629
H 1.5367 -0.7221 1.8387 0.9 -0.5 -0.7 0.3608
H 2.8398 0.0355 -0.1930 0.2 -0.1 0.4 0.3184
H 1.3704 0.1589 -1.1312 -0.5 -1.0 -0.2 0.2336
H 0.6156 -2.2553 -3.1251 0.0 0.2 0.0 0.3229
H 1.0891 -0.8608 -2.6985 -0.1 -0.3 -0.2 0.2929
O 0.7039 -1.3464 -3.4415 0.0 0.0 0.2 -0.6623
H 2.3617 1.1518 1.9025 0.0 0.0 0.1 0.3287
H 2.4579 1.2782 3.4406 0.0 0.0 -0.1 0.3164
O 2.4187 1.7867 2.6242 0.0 0.1 0.1 -0.6446
H -0.6095 2.6855 -1.1090 -0.1 0.1 0.0 0.3245
H -1.8256 3.2890 -1.8473 0.5 0.0 0.2 0.3221
O -0.9314 3.4915 -1.5277 -0.3 -0.1 -0.1 -0.6411
```
Forces are in eV/Å.

Properties
Total charge: 0
SMILES: C=C/C=C/C.O.O.O
Spin multiplicity: 1
Max |F| in eV/A: 1.61



Calculated values (eV) of ΔE to the lowest compared entry with this formula, charge and spin for the records, taken in order: 5.452, 1.590.
Calculated values (eV) of HOMO for the records, taken in order: -7.56, -9.34.